[1]
Entry from the OMol25 dataset: a 2-piece molecular cluster, C4H9NO3S overall (wB97M-V/def2-TZVPD).

Last columns: bonded neighbours and bond lengths (Å).
Element x y z (Å)
1 O -0.3376 -2.1450 1.1315  C2 1.189
2 C -0.3368 -2.0276 -0.0520  O1 1.189, N3 1.343, H9 1.163
3 N -0.4260 -0.9122 -0.7949  C2 1.343, C4 1.509, H10 1.066
4 C -0.4100 0.4134 -0.0748  N3 1.509, C5 1.619, C7 1.530, H11 1.153
5 C -1.7958 1.1253 -0.5146  C4 1.619, O6 1.190, H12 1.126
6 O -1.7625 1.2802 -1.6936  C5 1.190
7 C 0.7735 1.2495 -0.5673  C4 1.530, S8 1.817, H13 1.213, H14 1.101
8 S 0.7662 2.7765 0.4178  C7 1.817, H15 1.330
9 H -0.2793 -2.9745 -0.7252  C2 1.163
10 H -0.3090 -0.6885 -1.8308  N3 1.066
11 H -0.4446 0.0600 1.0218  C4 1.153
12 H -2.6653 1.3362 0.1692  C5 1.126
13 H 0.5720 1.3655 -1.7576  C7 1.213
14 H 1.7195 0.6977 -0.4522  C7 1.101
15 H 0.0858 3.5658 -0.4086  S8 1.330
16 O 1.9461 -1.6811 2.2530  H17 0.970, H18 0.956
17 H 1.0555 -1.9047 2.5652  O16 0.970
18 H 1.8486 -1.5365 1.3133  O16 0.956

Its spin multiplicity is 1. Its SMILES is O=CN[C@H](C=O)CS.O. The calculation puts the relative energy (zero: lowest compared OMol25 entry of this formula, charge and spin) at 114.03 kJ/mol.

Löwdin population analysis, charges in e, atoms 1 to 4: atom 1 (O): 0.009, atom 2 (C): -0.399, atom 3 (N): 0.051, atom 4 (C): -0.369


[2]
Entry from the OMol25 dataset: one molecule with the formula C16H20N4O2 (wB97M-V/def2-TZVPD).

Last columns: bonded neighbours and bond lengths (Å).
Element x y z (Å)
1 C -5.8293 -0.3841 0.4021  O2 1.406, H23 1.096, H24 1.097, H25 1.088
2 O -4.6872 0.2257 0.9512  C1 1.406, C3 1.406
3 C -3.9901 1.0690 0.0679  O2 1.406, C4 1.545, H26 1.099, H27 1.093
4 C -3.0342 0.3237 -0.8893  C3 1.545, N5 1.438, H28 1.092, H29 1.092
5 N -1.7606 0.0460 -0.2831  C4 1.438, C6 1.376, C21 1.360
6 C -1.4537 -1.0700 0.4620  N5 1.376, C7 1.487, C8 1.363
7 C -2.4276 -2.1695 0.6924  C6 1.487, H30 1.086, H31 1.089, H32 1.091
8 C -0.1703 -0.9416 0.9017  C6 1.363, C9 1.423, H33 1.072
9 C 0.3331 0.2995 0.4196  C8 1.423, C10 1.428, C21 1.389
10 C 1.6528 0.7823 0.6719  C9 1.428, N11 1.279, H34 1.094
11 N 2.0867 1.8929 0.2098  C10 1.279, N12 1.367
12 N 3.3795 2.2748 0.4394  N11 1.367, C13 1.361, H35 1.014
13 C 4.5336 1.5571 0.5189  N12 1.361, O14 1.217, C15 1.491
14 O 5.5763 2.1075 0.8210  C13 1.217
15 C 4.4694 0.1165 0.1405  C13 1.491, C16 1.393, C20 1.394
16 C 3.9043 -0.3000 -1.0622  C15 1.393, C17 1.384, H36 1.081
17 C 3.9238 -1.6484 -1.3728  C16 1.384, C18 1.388, H37 1.079
18 C 4.5153 -2.5246 -0.4742  C17 1.388, N19 1.322, H38 1.082
19 N 5.0739 -2.1352 0.6591  C18 1.322, C20 1.319
20 C 5.0600 -0.8498 0.9534  C15 1.394, N19 1.319, H39 1.082
21 C -0.6917 0.8867 -0.3110  N5 1.360, C9 1.389, C22 1.485
22 C -0.6920 2.1815 -1.0375  C21 1.485, H40 1.090, H41 1.091, H42 1.085
23 H -5.5833 -1.0706 -0.4162  C1 1.096
24 H -6.5358 0.3672 0.0294  C1 1.097
25 H -6.2939 -0.9463 1.2096  C1 1.088
26 H -4.7013 1.6657 -0.5209  C3 1.099
27 H -3.4061 1.7395 0.7041  C3 1.093
28 H -2.8715 0.9391 -1.7768  C4 1.092
29 H -3.4925 -0.6177 -1.2006  C4 1.092
30 H -1.9761 -2.9165 1.3387  C7 1.086
31 H -3.3272 -1.7884 1.1729  C7 1.089
32 H -2.7091 -2.6534 -0.2446  C7 1.091
33 H 0.3707 -1.6459 1.5022  C8 1.072
34 H 2.2760 0.1242 1.2845  C10 1.094
35 H 3.4868 3.2804 0.5155  N12 1.014
36 H 3.4614 0.4189 -1.7370  C16 1.081
37 H 3.4947 -2.0102 -2.2943  C17 1.079
38 H 4.5525 -3.5882 -0.6707  C18 1.082
39 H 5.5313 -0.5651 1.8847  C20 1.082
40 H -1.4738 2.8446 -0.6677  C22 1.090
41 H -0.8497 2.0321 -2.1068  C22 1.091
42 H 0.2751 2.6508 -0.8867  C22 1.085

Its spin multiplicity is 1. Its SMILES is COCCn1c(C)cc(/C=N/NC(=O)c2cccnc2)c1C. The calculation puts the relative energy (zero: lowest compared OMol25 entry of this formula, charge and spin) at 301.37 kJ/mol.

Löwdin population analysis, charges in e, atoms 1 to 4: atom 1 (C): -0.110, atom 2 (O): -0.199, atom 3 (C): -0.189, atom 4 (C): -0.092


Q: Among the records above, which one has the lowest relative energy (zero: lowest compared OMol25 entry of this formula, charge and spin)?
A: C4H9NO3S


Q: Which formula does entry 2 have?
A: C16H20N4O2


Q: relative energy (zero: lowest compared OMol25 entry of this formula, charge and spin) of number 1 (C4H9NO3S)?
A: 114.03 kJ/mol